ORCA calculation (ωB97M-V/def2-TZVPD) on a molecular structure, C29H20F11NO4P2S4W at a distorted geometry.

Positions of all 72 atoms, in Å:
W (-0.346, 0.076, 0.167)
S (0.305, 0.024, 2.512)
P (2.220, 0.210, 1.674)
C (1.643, -0.105, 0.040)
P (2.114, 0.179, -1.637)
S (0.119, 0.309, -2.271)
C (2.898, 1.781, -1.924)
C (2.310, 2.890, -1.320)
C (2.834, 4.147, -1.552)
C (3.931, 4.292, -2.393)
C (4.528, 3.183, -2.974)
C (4.012, 1.917, -2.746)
C (3.034, -1.142, -2.451)
C (4.097, -1.728, -1.766)
C (4.862, -2.689, -2.402)
C (4.569, -3.058, -3.707)
C (3.512, -2.467, -4.384)
C (2.736, -1.506, -3.761)
C (2.785, 1.908, 1.933)
C (1.950, 2.866, 2.502)
C (2.419, 4.160, 2.662)
C (3.697, 4.496, 2.241)
C (4.516, 3.542, 1.652)
C (4.067, 2.243, 1.500)
C (3.258, -1.066, 2.402)
C (3.180, -2.342, 1.847)
C (3.894, -3.373, 2.426)
C (4.674, -3.127, 3.548)
C (4.736, -1.857, 4.101)
C (4.023, -0.816, 3.536)
H (1.443, 2.736, -0.679)
H (2.385, 5.014, -1.095)
H (4.313, 5.280, -2.606)
H (5.387, 3.298, -3.618)
H (4.461, 1.049, -3.206)
H (4.310, -1.433, -0.747)
H (5.681, -3.158, -1.880)
H (5.158, -3.821, -4.192)
H (3.287, -2.764, -5.396)
H (1.903, -1.045, -4.271)
H (0.960, 2.599, 2.848)
H (1.790, 4.899, 3.132)
H (4.062, 5.501, 2.388)
H (5.508, 3.811, 1.328)
H (4.704, 1.483, 1.068)
H (2.566, -2.512, 0.971)
H (3.836, -4.367, 2.011)
H (5.233, -3.932, 3.998)
H (5.335, -1.677, 4.979)
H (4.055, 0.174, 3.962)
F (-2.446, 0.381, 1.902)
C (-3.767, 0.628, 1.514)
F (-4.192, 1.631, 2.236)
F (-4.471, -0.442, 1.746)
S (-3.469, 1.113, -0.304)
O (-2.214, 0.332, -0.527)
O (-4.562, 0.822, -1.119)
N (-3.069, 2.612, -0.190)
S (-1.785, 3.110, 0.553)
O (-0.673, 2.113, 0.362)
O (-1.934, 3.487, 1.901)
C (-1.183, 4.526, -0.534)
F (-0.928, 3.962, -1.706)
F (-2.053, 5.488, -0.659)
F (-0.044, 4.989, -0.036)
F (-0.172, -2.689, 1.163)
C (-0.498, -2.062, -0.033)
F (0.384, -2.608, -0.954)
C (-1.918, -2.515, -0.401)
F (-2.226, -1.989, -1.596)
F (-2.210, -3.784, -0.391)
F (-2.713, -1.874, 0.520)

Summary:
molecular weight	1029.52	g/mol
total charge	+2
spin multiplicity	1
HOMO energy	-15.016	eV
HOMO-LUMO gap	6.4	eV
E_tot	-4913.3173	Ha

---

ORCA calculation (ωB97M-V/def2-TZVPD) on a molecular structure, C29H21IN6O10S2Zr.

Positions of all 70 atoms, in Å:
Zr (-0.192, -0.286, -0.388)
I (1.888, 1.296, 1.254)
C (3.389, 0.383, 0.090)
C (4.678, 0.394, 0.542)
C (5.717, -0.053, -0.294)
C (5.438, -0.436, -1.574)
C (4.110, -0.430, -2.059)
C (3.839, -0.746, -3.412)
C (2.563, -0.699, -3.883)
C (1.492, -0.422, -3.006)
C (1.672, -0.150, -1.663)
C (3.030, -0.076, -1.203)
H (4.908, 0.763, 1.533)
H (6.734, -0.056, 0.076)
H (6.232, -0.741, -2.245)
H (4.668, -0.997, -4.064)
H (2.357, -0.901, -4.927)
H (0.495, -0.436, -3.431)
S (-0.783, 2.515, 2.766)
C (-1.136, 1.398, 3.976)
N (-0.190, 0.824, 4.733)
C (-0.454, -0.156, 5.778)
C (-1.736, -0.911, 5.465)
C (-2.848, 0.090, 5.211)
N (-2.416, 1.055, 4.213)
H (0.761, 1.047, 4.488)
H (-0.546, 0.346, 6.747)
H (0.392, -0.837, 5.825)
H (-2.001, -1.566, 6.295)
H (-1.583, -1.528, 4.579)
H (-3.113, 0.599, 6.144)
H (-3.746, -0.406, 4.841)
H (-3.087, 1.483, 3.599)
O (-1.423, -0.861, -2.214)
C (-1.268, -2.078, -1.958)
O (-0.543, -2.411, -0.972)
C (-1.961, -3.137, -2.740)
C (-2.620, -2.828, -3.922)
C (-3.297, -3.842, -4.579)
C (-3.362, -5.134, -4.091)
C (-2.699, -5.397, -2.905)
C (-1.988, -4.425, -2.225)
N (-2.771, -6.750, -2.335)
O (-2.218, -6.937, -1.269)
O (-3.384, -7.589, -2.956)
N (-3.996, -3.534, -5.839)
O (-3.844, -2.424, -6.299)
O (-4.602, -4.437, -6.373)
H (-2.612, -1.822, -4.316)
H (-3.912, -5.903, -4.610)
H (-1.474, -4.659, -1.304)
O (-2.626, -0.912, 0.409)
C (-1.923, -1.491, 1.234)
N (-0.817, -0.868, 1.735)
S (0.324, -1.972, 2.105)
O (0.906, -1.874, 3.406)
O (1.223, -1.868, 0.961)
C (-0.739, -3.386, 1.997)
C (-0.470, -4.717, 2.235)
C (-1.504, -5.620, 2.012)
C (-2.753, -5.188, 1.573)
C (-3.002, -3.843, 1.337)
C (-1.975, -2.943, 1.563)
H (0.506, -5.044, 2.567)
H (-1.335, -6.677, 2.170)
H (-3.533, -5.916, 1.398)
H (-3.963, -3.498, 0.978)
O (-2.614, 2.685, -1.969)
C (-1.755, 2.137, -1.396)
N (-0.850, 1.612, -0.800)

Summary:
molecular weight	895.78	g/mol
total charge	0
spin multiplicity	1
HOMO energy	-8.100	eV
HOMO-LUMO gap	6.7	eV
E_tot	-3339.8079	Ha

---

ORCA calculation (ωB97M-V/def2-TZVPD) on a molecular structure, C29H22BIrN9S2Se.

Positions of all 65 atoms, in Å:
Ir (0.289, -0.173, -0.313)
Se (4.384, 5.453, 3.098)
N (2.774, 4.734, 3.454)
C (2.621, 3.788, 2.516)
C (1.450, 2.976, 2.425)
C (0.366, 3.130, 3.308)
C (-0.741, 2.330, 3.160)
C (-0.763, 1.385, 2.135)
N (0.258, 1.220, 1.299)
C (1.357, 1.996, 1.420)
C (2.436, 1.794, 0.479)
N (2.279, 0.830, -0.450)
C (3.237, 0.620, -1.342)
C (4.413, 1.368, -1.361)
C (4.595, 2.352, -0.418)
C (3.591, 2.579, 0.534)
C (3.713, 3.597, 1.556)
N (4.768, 4.365, 1.666)
H (0.426, 3.883, 4.083)
H (-1.598, 2.426, 3.811)
H (-1.625, 0.754, 1.965)
H (3.070, -0.173, -2.060)
H (5.161, 1.161, -2.112)
H (5.492, 2.957, -0.390)
C (1.460, -2.757, 4.414)
N (1.442, -3.594, 3.215)
C (1.536, -4.927, 3.193)
C (1.507, -5.313, 1.855)
N (1.388, -4.223, 1.094)
B (1.496, -4.272, -0.499)
N (0.075, -4.025, -1.086)
C (-0.959, -4.934, -1.098)
C (-1.994, -4.389, -1.780)
N (-1.581, -3.143, -2.193)
C (-2.347, -2.209, -3.012)
C (-0.326, -2.945, -1.760)
S (0.620, -1.529, -2.113)
C (1.342, -3.129, 1.914)
S (1.278, -1.494, 1.605)
H (1.455, -3.410, 5.281)
H (0.581, -2.119, 4.427)
H (2.358, -2.144, 4.419)
H (1.618, -5.524, 4.086)
H (1.591, -6.299, 1.430)
H (1.840, -5.388, -0.757)
H (2.247, -3.409, -0.837)
H (-0.868, -5.905, -0.644)
H (-2.967, -4.777, -2.022)
H (-3.360, -2.589, -3.104)
H (-1.900, -2.126, -4.001)
H (-2.356, -1.231, -2.537)
N (-7.067, 5.150, -4.243)
C (-6.202, 4.539, -3.801)
C (-5.120, 3.772, -3.247)
C (-5.280, 2.399, -3.052)
C (-4.242, 1.662, -2.523)
C (-3.036, 2.289, -2.174)
C (-2.890, 3.671, -2.373)
C (-3.924, 4.407, -2.910)
C (-1.972, 1.535, -1.626)
C (-1.048, 0.882, -1.146)
H (-6.215, 1.927, -3.318)
H (-4.355, 0.599, -2.362)
H (-1.957, 4.149, -2.107)
H (-3.820, 5.471, -3.071)

Summary:
molecular weight	842.68	g/mol
total charge	+2
spin multiplicity	6
HOMO energy (alpha / beta)	-11.132 / -13.222	eV
<S²>	8.825
HOMO-LUMO gap (alpha / beta)	5.3 / 4.4	eV
E_tot	-4937.4937	Ha

---

ORCA calculation (ωB97M-V/def2-TZVPD) on a molecular structure, C29H22BrCrN6OS.

Positions of all 61 atoms, in Å:
Cr (-0.228, -0.595, 0.307)
N (-1.382, -4.895, 1.335)
C (-1.213, -3.532, 1.181)
S (-0.060, -3.024, -0.015)
N (-1.901, -2.786, 1.979)
N (-1.635, -1.410, 1.855)
C (-2.199, -0.761, 2.800)
C (-2.162, 0.667, 3.014)
C (-2.944, 1.225, 4.032)
C (-2.937, 2.580, 4.281)
C (-2.119, 3.404, 3.493)
C (-1.335, 2.884, 2.490)
C (-1.334, 1.495, 2.228)
O (-0.579, 1.018, 1.296)
H (-1.144, -5.447, 0.530)
H (-2.218, -5.162, 1.828)
H (-2.771, -1.361, 3.508)
H (-3.565, 0.565, 4.629)
H (-3.547, 3.000, 5.070)
H (-2.105, 4.473, 3.674)
H (-0.703, 3.512, 1.874)
Br (1.769, -0.816, 2.232)
C (3.037, -1.506, 1.001)
C (4.183, -2.017, 1.522)
C (5.186, -2.478, 0.641)
C (4.993, -2.383, -0.705)
C (3.791, -1.855, -1.243)
C (3.605, -1.778, -2.644)
C (2.427, -1.308, -3.138)
C (1.385, -0.906, -2.271)
C (1.493, -0.938, -0.903)
C (2.744, -1.414, -0.382)
H (4.323, -2.057, 2.593)
H (6.102, -2.895, 1.042)
H (5.758, -2.721, -1.395)
H (4.406, -2.100, -3.301)
H (2.275, -1.242, -4.210)
H (0.464, -0.573, -2.731)
C (1.922, 4.744, -0.778)
C (0.829, 4.725, -1.639)
C (0.083, 3.570, -1.819)
C (0.417, 2.391, -1.133)
C (1.518, 2.420, -0.265)
C (2.257, 3.578, -0.094)
N (-0.312, 1.211, -1.242)
N (-1.197, 1.229, -2.211)
C (-2.044, 0.170, -2.183)
C (-2.939, 0.017, -3.272)
C (-3.830, -1.018, -3.275)
C (-3.851, -1.910, -2.190)
C (-2.947, -1.703, -1.175)
N (-2.052, -0.706, -1.150)
H (2.498, 5.651, -0.636)
H (0.553, 5.626, -2.176)
H (-0.770, 3.553, -2.482)
H (1.781, 1.519, 0.275)
H (3.104, 3.572, 0.582)
H (-2.882, 0.741, -4.075)
H (-4.513, -1.150, -4.107)
H (-4.548, -2.734, -2.139)
H (-2.942, -2.359, -0.313)

Summary:
molecular weight	634.50	g/mol
total charge	-1
spin multiplicity	5
HOMO energy (alpha / beta)	-3.072 / -4.845	eV
<S²>	6.105
HOMO-LUMO gap (alpha / beta)	5.8 / 7.5	eV
E_tot	-5538.8396	Ha

---

ORCA calculation (ωB97M-V/def2-TZVPD) on a molecular structure, C29H22CdN6O2 at a distorted geometry.

Positions of all 60 atoms, in Å:
Cd (-1.140, 1.368, -0.315)
C (-1.274, 4.760, -1.156)
C (-0.368, 4.638, 0.030)
C (0.134, 5.842, 0.628)
C (1.006, 5.750, 1.716)
C (1.295, 4.462, 2.246)
C (0.570, 3.381, 1.738)
N (0.000, 3.443, 0.475)
C (0.611, 2.054, 2.433)
C (1.262, 1.886, 3.646)
C (1.322, 0.593, 4.130)
C (0.828, -0.443, 3.399)
C (-0.035, -0.147, 2.270)
N (-0.064, 1.093, 1.821)
C (-0.667, -1.264, 1.491)
C (-0.249, -2.539, 1.820)
C (-0.041, -3.611, 0.891)
C (0.280, -2.994, -1.469)
C (-0.400, -1.628, -1.939)
C (-0.836, -1.613, -3.392)
N (-1.256, -0.807, 0.387)
H (-2.144, 4.086, -1.071)
H (-0.770, 4.449, -2.107)
H (-1.638, 5.792, -1.100)
H (-0.244, 6.793, 0.235)
H (1.376, 6.617, 2.269)
H (1.985, 4.153, 3.058)
H (1.755, 2.677, 4.179)
H (1.733, 0.309, 5.085)
H (0.817, -1.413, 3.829)
H (0.140, -2.927, 2.851)
H (0.669, -4.381, 1.212)
H (0.337, -3.659, -2.409)
H (-1.833, -2.039, -3.619)
H (-0.067, -2.220, -3.966)
H (-0.763, -0.646, -3.831)
O (3.846, -3.117, -0.848)
N (2.635, -3.544, -0.825)
O (2.330, -4.704, -0.463)
C (1.622, -2.586, -1.052)
C (-0.608, -3.772, -0.514)
C (-1.913, -3.091, -0.551)
C (-3.131, -3.742, -0.583)
C (-4.250, -3.008, -0.984)
C (-4.001, -1.655, -1.349)
N (-2.869, -1.039, -1.297)
C (-1.678, -1.644, -0.872)
C (0.650, -0.623, -1.538)
N (0.433, 0.668, -1.673)
C (1.600, 1.467, -1.588)
C (2.802, 0.969, -1.185)
C (3.021, -0.395, -1.102)
C (1.897, -1.222, -1.244)
H (-0.730, -4.799, -0.752)
H (-3.094, -4.812, -0.426)
H (-5.254, -3.428, -1.036)
H (-4.845, -1.019, -1.640)
H (1.501, 2.509, -1.872)
H (3.692, 1.634, -0.945)
H (4.012, -0.861, -1.125)

Summary:
molecular weight	598.95	g/mol
total charge	+2
spin multiplicity	1
HOMO energy (alpha / beta)	-12.268 / -12.179	eV
HOMO-LUMO gap (alpha / beta)	3.3 / 3.1	eV
E_tot	-1764.2231	Ha

---

ORCA calculation (ωB97M-V/def2-TZVPD) on a molecular structure, C29H22ClO4PPtS at a distorted geometry.

Positions of all 59 atoms, in Å:
Pt (0.041, -0.440, -0.262)
O (-1.639, 1.053, -0.096)
C (-0.976, 0.831, 0.928)
C (-1.022, 0.955, 2.316)
C (-1.935, 1.769, 3.038)
C (-1.898, 1.756, 4.416)
C (-0.974, 0.972, 5.115)
C (-0.047, 0.196, 4.405)
C (-0.052, 0.204, 3.034)
P (1.064, -0.701, 1.925)
C (1.951, -1.915, 2.973)
C (1.476, -3.220, 3.092)
C (2.134, -4.129, 3.907)
C (3.271, -3.751, 4.606)
C (3.753, -2.456, 4.484)
C (3.103, -1.544, 3.665)
C (2.404, 0.553, 1.690)
C (3.510, 0.190, 0.921)
C (4.510, 1.104, 0.638)
C (4.417, 2.406, 1.116)
C (3.324, 2.774, 1.885)
C (2.324, 1.853, 2.175)
H (-2.663, 2.362, 2.499)
H (-2.609, 2.358, 4.969)
H (-0.977, 0.962, 6.197)
H (0.672, -0.413, 4.941)
H (0.577, -3.497, 2.560)
H (1.754, -5.139, 3.996)
H (3.779, -4.461, 5.247)
H (4.641, -2.152, 5.024)
H (3.490, -0.538, 3.580)
H (3.585, -0.824, 0.541)
H (5.355, 0.807, 0.029)
H (5.192, 3.127, 0.889)
H (3.245, 3.786, 2.263)
H (1.477, 2.150, 2.780)
S (2.415, -2.154, -1.962)
C (1.199, -1.358, -1.413)
C (-2.707, -5.962, -0.261)
C (-4.040, -5.292, -0.421)
C (-4.881, -5.575, -1.485)
C (-6.083, -4.899, -1.629)
Cl (-7.127, -5.282, -2.981)
C (-6.462, -3.927, -0.727)
C (-5.632, -3.642, 0.349)
C (-4.435, -4.326, 0.513)
O (-3.619, -4.162, 1.584)
C (-3.351, -2.835, 2.065)
C (-1.951, -2.425, 1.569)
O (-1.039, -2.397, 2.428)
O (-1.863, -2.193, 0.349)
H (-2.519, -6.652, -1.084)
H (-2.654, -6.509, 0.682)
H (-1.918, -5.209, -0.234)
H (-4.591, -6.314, -2.220)
H (-7.397, -3.399, -0.856)
H (-5.929, -2.886, 1.062)
H (-3.383, -2.866, 3.153)
H (-4.086, -2.128, 1.680)

Summary:
molecular weight	728.06	g/mol
total charge	-1
spin multiplicity	2
HOMO energy (alpha / beta)	-2.900 / -4.876	eV
<S²>	0.783
HOMO-LUMO gap (alpha / beta)	5.4 / 7.4	eV
E_tot	-2738.3114	Ha

---

ORCA calculation (ωB97M-V/def2-TZVPD) on a molecular structure, C29H22FHfN3O5S at a distorted geometry.

Positions of all 62 atoms, in Å:
Hf (1.208, -0.304, -0.046)
O (1.790, -1.529, -1.689)
S (3.082, -1.506, -0.952)
O (3.350, -0.066, -0.721)
N (2.518, -1.956, 0.490)
C (3.163, -1.424, 1.616)
C (4.506, -1.492, 1.921)
C (4.979, -0.938, 3.123)
C (4.127, -0.399, 4.053)
C (2.744, -0.330, 3.792)
C (1.767, 0.105, 4.711)
C (0.451, 0.163, 4.317)
C (0.108, -0.141, 2.993)
N (0.988, -0.582, 2.105)
C (2.285, -0.750, 2.517)
C (4.315, -2.519, -1.702)
C (4.439, -3.808, -1.207)
C (5.326, -4.668, -1.837)
C (6.046, -4.226, -2.939)
C (5.922, -2.923, -3.402)
C (5.042, -2.050, -2.782)
H (5.196, -1.971, 1.239)
H (6.039, -0.969, 3.322)
H (4.502, -0.017, 4.987)
H (2.062, 0.343, 5.723)
H (-0.322, 0.451, 5.012)
H (-0.921, -0.068, 2.652)
H (3.841, -4.117, -0.362)
H (5.439, -5.682, -1.483)
H (6.696, -4.915, -3.456)
H (6.495, -2.598, -4.256)
H (4.901, -1.036, -3.119)
C (-3.826, 4.842, -1.454)
C (-4.414, 3.586, -0.823)
C (-5.700, 3.169, -1.529)
C (-6.315, 1.983, -0.804)
C (-5.327, 0.867, -0.714)
C (-5.755, -0.441, -0.616)
C (-4.835, -1.487, -0.497)
F (-5.280, -2.732, -0.390)
C (-3.484, -1.250, -0.467)
C (-3.024, 0.072, -0.555)
C (-1.618, 0.333, -0.478)
O (-0.749, -0.613, -0.259)
C (-1.229, 1.689, -0.618)
C (-2.159, 2.689, -0.779)
N (-3.467, 2.447, -0.796)
C (-3.940, 1.155, -0.699)
C (0.260, 1.680, -0.553)
O (0.810, 1.612, 0.598)
O (0.878, 1.184, -1.523)
H (-4.634, 5.550, -1.613)
H (-3.377, 4.636, -2.423)
H (-3.103, 5.330, -0.807)
H (-4.662, 3.799, 0.226)
H (-5.496, 2.916, -2.570)
H (-6.398, 4.004, -1.516)
H (-7.221, 1.646, -1.305)
H (-6.601, 2.277, 0.211)
H (-6.809, -0.677, -0.627)
H (-2.771, -2.055, -0.365)
H (-1.835, 3.711, -0.873)

Summary:
molecular weight	722.07	g/mol
total charge	+2
spin multiplicity	1
HOMO energy	-14.100	eV
HOMO-LUMO gap	7.9	eV
E_tot	-2204.4850	Ha